No. 1
22
Properties=species:S:1:pos:R:3 method="wB97M-V/def2-TZVPD" e_homo_ha=-0.31280 charge=0 smiles=CCCCCNC total_energy_ha=-292.29206
C -0.9671 -2.1534 -2.3565
C 0.0514 -1.1403 -1.8225
C -0.1720 -1.0947 -0.2760
C 0.9906 -0.5569 0.5381
C 0.7870 0.9565 0.8495
N -0.2863 1.3527 1.6962
C -0.3662 2.8218 1.8391
H -1.1369 -3.0444 -1.7444
H -1.9431 -1.6366 -2.2669
H -0.9293 -2.2956 -3.4345
H 0.4680 -0.1531 -2.1202
H 1.0458 -1.6258 -1.9941
H -0.4005 -2.0971 0.1191
H -1.1423 -0.6367 -0.1371
H 1.0310 -1.1275 1.4932
H 2.0614 -0.6844 0.3063
H 1.7664 1.3817 1.1686
H 0.6896 1.4038 -0.1506
H -0.3378 0.7531 2.5056
H -1.0500 2.9294 2.6920
H -0.7286 3.3419 0.9540
H 0.5689 3.3057 2.1411

=====

No. 2
22
Properties=species:S:1:pos:R:3 method="wB97M-V/def2-TZVPD" e_homo_ha=-0.30684 charge=0 smiles=CCC[C@H](C)NC total_energy_ha=-292.33100
C 2.8029 -1.6019 0.5901
C 1.5597 -0.9357 -0.1435
C 0.8445 0.1794 0.6121
C -0.3547 0.7576 -0.1655
C -1.0227 1.8528 0.6708
N -1.2434 -0.3333 -0.5217
C -2.4944 0.0455 -1.1569
H 3.1878 -0.9231 1.3594
H 3.5306 -1.7274 -0.2072
H 2.6237 -2.5391 1.1094
H 0.9187 -1.7886 -0.3513
H 2.0519 -0.4743 -0.9962
H 1.5571 0.9975 0.7275
H 0.5763 -0.0643 1.6455
H -0.0003 1.1819 -1.1141
H -1.6982 1.4027 1.4083
H -1.7810 2.3427 0.0441
H -0.2700 2.4984 1.1187
H -1.3977 -1.0524 0.1583
H -3.0096 -0.8211 -1.5783
H -2.4085 0.8435 -1.8945
H -3.2296 0.4577 -0.4520

=====

No. 3
22
Properties=species:S:1:pos:R:3 method="wB97M-V/def2-TZVPD" e_homo_ha=-0.30608 charge=0 total_energy_ha=-292.15336
C 2.7743 -0.9617 -0.1523
N 1.4664 0.3493 0.0573
C 0.1734 -0.3229 -0.2859
C -0.9623 0.8067 -0.4940
C -2.2116 -0.0262 -0.9905
C -1.1029 1.6951 0.7641
C -0.2278 -1.1652 0.9443
H 2.0778 -1.7863 0.1624
H 3.3129 -0.5158 0.7171
H 3.5230 -1.2271 -0.8711
H 2.3865 0.0357 -0.6278
H 0.1368 -0.8700 -1.2992
H -0.5289 1.3671 -1.2502
H -3.1734 0.4283 -1.0027
H -2.0184 -0.5359 -1.9465
H -2.4409 -0.7812 -0.2235
H -0.2178 1.7975 1.4056
H -1.8425 1.1409 1.4462
H -1.3847 2.7048 0.4940
H -1.1333 -0.9049 1.4037
H -0.1812 -2.3248 0.7961
H 0.5611 -1.1280 1.6808

=====

No. 4
22
Properties=species:S:1:pos:R:3 method="wB97M-V/def2-TZVPD" e_homo_ha=-0.32010 charge=0 smiles=CCCNCCC total_energy_ha=-292.33990
C 2.4730 0.1255 -1.7393
C 1.0198 0.6465 -1.8116
C 0.5278 1.1918 -0.4705
N -0.8501 0.8354 -0.2073
C -1.0585 -0.6181 -0.0660
C -1.8400 -0.9843 1.1899
C -1.2089 -0.5726 2.4977
H 2.5140 -0.8190 -1.1929
H 3.0453 0.8421 -1.1627
H 2.9033 0.0421 -2.7311
H 0.3540 -0.1450 -2.1620
H 1.0130 1.4092 -2.5833
H 1.2401 0.9089 0.3225
H 0.6384 2.2847 -0.4901
H -1.1748 1.2257 0.6694
H -1.6350 -0.9745 -0.9209
H -0.1314 -1.1740 -0.0455
H -1.8770 -2.0746 1.1984
H -2.8938 -0.7042 1.1158
H -0.1590 -0.8489 2.5358
H -1.2212 0.4956 2.7188
H -1.6786 -1.0921 3.3350

=====

No. 5
22
Properties=species:S:1:pos:R:3 method="wB97M-V/def2-TZVPD" e_homo_ha=-0.31475 charge=0 total_energy_ha=-292.25257
C 1.3365 0.7594 -0.0334
C 0.9131 0.7236 1.3488
C 2.4457 -0.1847 -0.4682
H 1.4511 1.7620 -0.4469
H 0.3118 0.3206 -0.6570
H -0.3123 0.1478 1.2301
H 1.4951 0.1036 2.0275
H 2.2586 -1.1942 -0.0979
H 3.4082 0.1447 -0.0702
H 2.5274 -0.2357 -1.5556
H 0.6366 1.6732 1.7965
C -2.3433 0.9436 0.7601
C -0.6659 -1.8033 -1.0971
C -1.0641 -0.4059 -0.7019
N -1.4609 -0.1987 0.5519
H -1.4991 0.2053 -1.4991
H -2.2552 1.2735 1.7980
H -3.3782 0.6451 0.5766
H -2.1054 1.8061 0.1225
H -0.1533 -2.3009 -0.2742
H -1.5489 -2.3938 -1.3520
H 0.0024 -1.7912 -1.9587

=====

No. 6
22
Properties=species:S:1:pos:R:3 method="wB97M-V/def2-TZVPD" e_homo_ha="-0.49875 / -0.55092" charge=+1 s2=0.760 multiplicity=2 total_energy_ha=-291.86257
C -1.1223 1.9054 1.2211
C -0.9796 3.2992 0.6746
C 0.0876 1.2418 1.5251
N 0.3334 -0.0382 -1.1474
C 0.7515 -0.9075 -0.3822
C 1.6736 -2.0468 -0.7906
C 1.0887 -2.7798 -2.0121
H -0.7563 0.8215 0.6316
H -1.9960 1.6971 1.8280
H -0.7708 3.8606 1.5896
H -1.8524 3.7292 0.1935
H -0.1022 3.4047 0.0375
H 0.9905 1.4799 0.9784
H 0.2628 1.1391 2.5985
H -2.8219 -1.2030 0.4092
H 0.2296 -1.0251 0.5851
H -2.2206 -1.4388 0.0501
H 1.8503 -2.7660 0.0042
H 2.6165 -1.5804 -1.0822
H 0.0315 -2.9704 -1.8175
H 1.0987 -2.1169 -2.8597
H 1.6075 -3.7056 -2.2348

=====

No. 7
22
Properties=species:S:1:pos:R:3 method="wB97M-V/def2-TZVPD" e_homo_ha="-0.57373 / -0.57370" charge=+1 s2=0.756 multiplicity=2 total_energy_ha=-291.93493
C 1.1727 0.0063 4.0256
N 1.1571 0.2927 0.3847
C 0.4304 -0.2165 -0.5778
C -0.8475 0.5026 -0.8792
C -1.8478 -0.4111 -1.6015
C -0.4826 1.7870 -1.6118
C 0.9194 -1.4213 -1.4075
H 2.1371 -0.2703 3.6263
H 1.1117 -0.4002 5.0307
H 0.2711 -0.3136 3.4727
H 0.8960 1.0679 4.0481
H 0.3507 -0.6596 0.6854
H -1.1992 0.7926 0.1247
H -2.8279 0.0233 -1.8085
H -1.9794 -1.2481 -0.9065
H -1.3854 -0.7850 -2.5261
H -0.0747 1.5714 -2.6033
H -1.3035 2.4948 -1.6883
H 0.3399 2.2581 -1.0232
H 0.9327 -1.2208 -2.4782
H 0.2899 -2.2782 -1.2181
H 1.9392 -1.5720 -1.0680

=====

No. 8
23
Properties=species:S:1:pos:R:3 method="wB97M-V/def2-TZVPD" e_homo_ha=-0.46357 charge=+1 total_energy_ha=-346.85254
C -0.2887 -2.9476 2.1645
C -0.2539 -1.4735 1.8914
C 0.8174 -0.6847 1.8797
N 0.7398 0.7400 1.7499
H 0.6960 -3.3897 2.3102
H -0.8765 -3.1401 3.0603
H -0.7533 -3.4864 1.3373
H -1.2118 -1.0106 1.6532
H 1.8215 -1.0830 1.9701
H 1.6469 1.1757 1.7702
H 0.1644 1.1404 2.4667
C 1.0861 1.5982 -2.2936
C -0.3334 1.2766 -2.0129
C -1.4141 1.5047 -2.7440
N -0.5641 0.5329 -0.7372
H 1.1388 2.0990 -3.2589
H 1.5345 2.2594 -1.5514
H 1.6968 0.6958 -2.3744
H -2.3540 1.0808 -2.4096
H -1.4263 2.0983 -3.6410
H 0.0858 0.8236 0.0608
H -0.4354 -0.4747 -0.8674
H -1.5165 0.6650 -0.4241

=====

No. 9
23
Properties=species:S:1:pos:R:3 method="wB97M-V/def2-TZVPD" e_homo_ha=-0.48270 charge=+1 total_energy_ha=-346.84738
C -2.1379 -1.7685 -0.5796
C -3.2913 -1.9701 -1.2013
C -1.0103 -0.4450 -2.0668
N -1.3233 -0.6298 -0.8532
H -1.8299 -2.3082 0.3073
H -3.7250 -1.1795 -1.8005
H -3.8833 -2.8620 -1.0613
H -0.3971 0.4047 -2.3452
H -1.2743 -1.1566 -2.8458
C 1.5341 1.6856 -0.2761
C 1.3865 0.5097 0.6678
C 2.4538 0.5031 1.7595
N 0.0128 0.5551 1.2946
H 0.6113 1.8880 -0.8240
H 1.8237 2.5960 0.2488
H 2.2938 1.4769 -1.0287
H 1.4327 -0.4588 0.1752
H 2.6384 1.5065 2.1398
H 3.3929 0.1875 1.3128
H 2.2010 -0.1441 2.5967
H -0.7071 0.2804 0.5655
H -0.0282 -0.1195 2.0615
H -0.1735 1.4483 1.7530

=====

No. 10
23
Properties=species:S:1:pos:R:3 method="wB97M-V/def2-TZVPD" e_homo_ha=-0.48397 charge=+1 total_energy_ha=-346.83686
C -2.5953 -0.2902 -1.2402
C -2.8951 -0.4850 -2.5553
C -1.3536 -2.2050 -0.6943
N -1.5094 -0.9375 -0.6053
H -3.0676 0.4642 -0.6484
H -2.2500 -1.0996 -3.1726
H -3.7600 0.0143 -2.9913
H -0.4977 -2.7852 -0.2960
H -2.0193 -2.9071 -1.2719
C 1.2128 0.4691 1.0408
C 2.5324 1.2061 1.2790
C 2.9572 1.1778 2.7441
N 0.6699 0.6676 -0.3490
H 1.3072 -0.6199 1.1396
H 0.4266 0.8939 1.6400
H 2.4225 2.2152 0.9334
H 3.3136 0.8216 0.6046
H 2.1492 1.5176 3.3673
H 3.1961 0.1535 3.0857
H 3.8347 1.8294 2.9304
H 0.5018 1.6705 -0.4813
H 1.3465 0.4139 -1.0750
H -0.1779 0.0698 -0.5288

=====

Relative energy (zero: lowest compared OMol25 entry of this formula, charge and spin) readings, ordered: 48.3; 23.9; 135.3; 18.3; 73.1; 125.3; 79.8; 37.7; 40.9; 47.5 kcal/mol